(1)
# CH2FP

2 unconnected molecules or ions with the total composition CH2FP (ωB97M-V/def2-TZVPD, OMol25).

Spin multiplicity: 1
Relative energy (zero: lowest compared OMol25 entry of this formula, charge and spin): 488.3 kJ/mol
E_HOMO (spin up / spin down): -8.8 / -9.1 eV
LUMO level (spin up / spin down): -1.41 / -1.49 eV
E_tot: -480.3073 hartree
Charge: 0

Each line ends with the natural charge from an NBO analysis.
Cartesian coordinates (Å):
C -1.3425 -0.3099 -0.2974  0.18
F -2.4635 -0.9068 0.0228  -0.33
P 0.6640 -1.7073 0.0818  0.13
H -1.0184 0.2212 0.5217  0.10
H 1.6202 -0.6217 0.1167  -0.07

Cartesian forces (eV/Å) of the 3 atoms listed first:
2.76 -3.25 -0.16
-0.55 -0.39 -0.53
-1.96 1.30 -0.81



(2)
# C44H57BClI2LaN8O

A molecular structure, C44H57BClI2LaN8O (ωB97M-V/def2-TZVPD, OMol25).

Spin multiplicity: 1
Relative energy (zero: lowest compared OMol25 entry of this formula, charge and spin): 53.4 kJ/mol
E_HOMO: -7.0 eV
LUMO level: 0.35 eV
E_tot: -3336.3888 hartree
Charge: 0

Each line ends with the Löwdin charge.
Cartesian coordinates (Å):
La -0.0601 -0.5259 -0.2807  2.02
C 2.6082 3.9596 -1.5010  -0.02
C 1.3560 3.5002 -0.8361  -0.27
C 0.1820 4.1975 -0.6987  0.02
C -0.6283 3.4054 0.1419  -0.25
N -0.0086 2.2751 0.4347  0.05
N 1.2370 2.3325 -0.1448  0.01
B 2.4316 1.5968 0.5868  -0.52
N 3.1112 0.4623 -0.2220  0.01
N 2.6155 -0.8158 -0.2572  0.02
C 3.5698 -1.5755 -0.7982  -0.26
C 4.6930 -0.7899 -1.0884  0.01
C 4.3600 0.4980 -0.7198  -0.30
C 5.2251 1.7133 -0.8184  -0.02
C 3.4403 -3.0724 -0.9560  -0.51
C 3.1263 -3.6729 0.4245  -0.06
C 2.3415 -3.4292 -1.9961  -0.02
C 4.7726 -3.6592 -1.4319  -0.07
N 1.9246 1.0483 1.9440  0.02
N 0.8326 0.2484 2.0941  -0.02
C 0.6471 0.0837 3.3926  -0.26
C 1.6287 0.7860 4.1091  0.04
C 2.4299 1.3744 3.1473  -0.26
C 3.6534 2.2115 3.3481  -0.02
C -0.4715 -0.7804 3.9134  -0.54
C -1.8283 -0.2513 3.4313  -0.04
C -0.2793 -2.2036 3.3897  -0.07
C -0.4580 -0.7991 5.4411  -0.06
C -1.8678 3.8820 0.8842  -0.53
C -1.4465 5.1576 1.6395  -0.05
C -2.3275 2.8856 1.9511  -0.06
C -3.0057 4.2485 -0.0762  -0.03
H 2.4090 4.8927 -2.0238  0.09
H 2.9754 3.2308 -2.2255  0.01
H 3.3968 4.1341 -0.7630  0.08
H -0.0387 5.1670 -1.1258  0.12
H 3.2732 2.4222 0.8124  0.11
H 5.6250 -1.0976 -1.5386  0.11
H 6.2072 1.4116 -1.1780  0.08
H 5.3446 2.2090 0.1471  0.08
H 4.8185 2.4398 -1.5214  0.05
H 2.2201 -3.2460 0.8483  0.03
H 3.9468 -3.4727 1.1205  0.09
H 2.9953 -4.7550 0.3442  0.09
H 1.5914 -4.0943 -1.5721  0.06
H 2.7808 -3.9330 -2.8615  0.08
H 1.8303 -2.5374 -2.3687  0.07
H 5.5855 -3.4212 -0.7394  0.09
H 5.0391 -3.2869 -2.4258  0.09
H 4.6835 -4.7471 -1.4888  0.09
H 1.7669 0.8477 5.1779  0.11
H 3.8623 2.2798 4.4138  0.08
H 3.5228 3.2218 2.9543  0.08
H 4.5226 1.7728 2.8525  0.08
H -1.8747 -0.2228 2.3353  0.05
H -2.0152 0.7586 3.8045  0.08
H -2.6308 -0.9060 3.7862  0.10
H -0.3448 -2.2457 2.2964  0.03
H -1.0492 -2.8709 3.7905  0.09
H 0.6981 -2.5943 3.6780  0.09
H -0.6018 0.2040 5.8547  0.09
H 0.4833 -1.2033 5.8255  0.09
H -1.2713 -1.4352 5.8014  0.09
H -0.5916 4.9518 2.2892  0.09
H -2.2775 5.5167 2.2575  0.09
H -1.1643 5.9522 0.9440  0.08
H -1.5323 2.7353 2.6846  0.08
H -2.5837 1.9004 1.5630  0.05
H -3.2099 3.2764 2.4661  0.10
H -2.6309 4.8273 -0.9256  0.08
H -3.7549 4.8524 0.4435  0.09
H -3.5099 3.3626 -0.4718  0.07
I -0.6663 5.9326 -4.9148  0.83
C -0.4657 3.9955 -4.1471  -0.75
C 0.7280 3.3102 -4.3014  -0.24
C 0.8439 2.0595 -3.7227  -0.61
I 2.6033 0.9488 -3.9792  1.01
C -0.1901 1.4553 -2.9690  -0.44
O -0.0050 0.2933 -2.3842  -0.42
C -1.4147 2.1500 -2.9168  -0.15
C -2.6555 1.4571 -2.4162  -0.13
N -2.5722 0.7979 -1.0905  -0.10
C -3.6818 -0.1504 -0.9234  -0.14
C -3.5392 -1.2303 -1.9696  -0.32
C -4.6267 -1.7834 -2.6235  -0.02
C -4.3940 -2.7043 -3.6342  -0.05
C -3.0874 -3.0225 -3.9685  -0.04
C -2.0638 -2.4357 -3.2400  -0.12
N -2.2856 -1.5731 -2.2522  0.07
C -1.5334 3.4067 -3.4907  -0.14
H 1.5539 3.7422 -4.8529  0.09
H -2.8860 0.6851 -3.1449  0.12
H -3.4938 2.1586 -2.4366  0.12
H -2.6276 1.5163 -0.3877  0.05
H -4.6607 0.3237 -1.0275  0.12
H -3.6335 -0.5964 0.0738  0.12
H -5.6365 -1.4912 -2.3527  0.12
H -5.2242 -3.1519 -4.1683  0.11
H -2.8619 -3.7144 -4.7700  0.11
H -1.0235 -2.6771 -3.4423  0.12
H -2.4827 3.9293 -3.4280  0.10
Cl 0.2850 -5.1680 2.1018  0.70
C -1.3346 -4.8604 1.5031  -0.59
C -2.3489 -5.5951 2.1041  -0.13
C -3.6456 -5.5185 1.6292  -0.11
C -3.8966 -4.7140 0.5251  -0.10
C -2.8751 -3.9796 -0.0567  -0.06
C -1.5462 -3.9842 0.4158  -0.32
C -0.4640 -3.1585 -0.1994  -0.31
H -2.1048 -6.2507 2.9311  0.10
H -4.4343 -6.0966 2.0951  0.10
H -4.8957 -4.6585 0.1063  0.10
H -3.1048 -3.3729 -0.9202  0.07
H -0.4351 -3.3565 -1.2791  0.01
H 0.4815 -3.5072 0.2157  -0.05

Cartesian forces (eV/Å) of the 3 atoms listed first:
-0.50 -0.05 -0.24
0.01 -0.10 0.06
-0.01 0.05 0.05



(3)
# C21H24N5O8Ru

A molecular structure, C21H24N5O8Ru (ωB97M-V/def2-TZVPD, OMol25).

Spin multiplicity: 2
Relative energy (zero: lowest compared OMol25 entry of this formula, charge and spin): 1.3 kJ/mol
E_HOMO (spin up / spin down): -7.7 / -8.0 eV
LUMO level (spin up / spin down): 0.13 / -1.66 eV
E_tot: -1785.2154 hartree
Charge: 0

Each line ends with the Mulliken spin population.
Cartesian coordinates (Å):
Ru -0.8669 1.3861 0.2999  -0.01
C -5.0696 1.5254 -1.6140  0.00
C -3.7766 0.9682 -1.0689  0.04
O -3.0971 1.6963 -0.3283  0.07
C -3.4671 -0.3669 -1.4364  0.26
C -2.3915 -1.1388 -1.0642  -0.13
C -2.3194 -2.5509 -1.5742  0.01
N -1.3893 -0.6997 -0.2774  0.29
N -0.4753 -1.5944 -0.0053  0.27
C 0.6595 -1.1567 0.5545  0.00
O 0.9586 0.0424 0.7509  0.16
C 1.6590 -2.2078 0.8736  -0.03
C 1.5252 -3.5070 0.3844  0.03
C 2.5047 -4.4513 0.6435  -0.01
C 3.6187 -4.1120 1.4002  0.02
C 3.7446 -2.8263 1.9081  -0.01
C 2.7705 -1.8784 1.6453  0.02
H -5.1785 2.5678 -1.3261  0.00
H -5.9113 0.9502 -1.2255  0.00
H -5.0782 1.4456 -2.7013  0.00
H -4.1786 -0.8403 -2.0982  0.01
H -3.2582 -2.8469 -2.0353  0.00
H -2.0802 -3.2234 -0.7536  0.00
H -1.5162 -2.6158 -2.3095  -0.01
H 0.6510 -3.7596 -0.1989  0.01
H 2.3940 -5.4603 0.2677  0.00
H 4.3898 -4.8482 1.5874  0.00
H 4.5980 -2.5674 2.5211  0.00
H 2.8538 -0.8730 2.0365  0.00
O -2.7873 3.2174 1.8506  0.00
C -1.5350 3.3668 1.4685  0.02
O -1.1969 3.6766 0.3136  -0.01
C -0.5241 3.3981 2.6157  -0.01
O 0.3726 2.3093 2.4642  0.00
C 0.2568 1.3078 3.4558  0.00
C -1.0883 0.5058 3.3514  0.00
O -1.3833 -0.1489 4.3398  0.00
O -1.7329 0.6436 2.2599  0.00
H -3.3314 2.9874 1.0717  0.00
H -1.0506 3.3603 3.5694  0.00
H 0.0595 4.3180 2.5392  0.00
H 0.3241 1.7226 4.4646  0.00
H 1.0704 0.6055 3.2846  0.00
C 1.9698 -1.5183 -3.1395  0.01
N 1.8791 -0.2058 -2.5122  0.00
C 2.9912 0.4225 -2.0821  0.00
C 2.9391 1.6334 -1.4864  0.01
C 1.6470 2.1779 -1.2475  -0.01
N 0.5385 1.5421 -1.6228  0.00
C 0.5995 0.3723 -2.3313  0.01
O -0.3705 -0.1731 -2.8185  0.00
N 1.5061 3.3781 -0.6726  0.00
H 2.7875 -1.5384 -3.8583  0.00
H 1.0276 -1.7060 -3.6428  0.00
H 2.1342 -2.2873 -2.3822  0.00
H 3.9265 -0.0917 -2.2591  0.00
H 3.8294 2.1495 -1.1641  0.00
H 2.2969 3.8400 -0.2634  0.00
H 0.5712 3.6775 -0.4223  0.00

Cartesian forces (eV/Å) of the 3 atoms listed first:
-2.32 -4.21 -1.10
0.06 0.04 0.16
-0.21 0.12 0.01



(4)
# C4H7O2P

C4H7O2P in the gas phase (ωB97M-V/def2-TZVPD, OMol25).

Spin multiplicity: 1
Relative energy (zero: lowest compared OMol25 entry of this formula, charge and spin): 198.8 kJ/mol
SMILES: CC(=O)P(C)C=O
E_HOMO: -9.2 eV
LUMO level: 0.29 eV
E_tot: -648.3869 hartree
Charge: 0

Each line ends with the natural charge from an NBO analysis.
Cartesian coordinates (Å):
C -1.4639 -1.0779 -0.2649  0.24
C 0.4635 1.1151 0.0206  0.37
C -0.6221 2.0163 0.5839  -0.75
C 1.5219 -1.4821 -0.2360  -0.93
O -2.5050 -0.4353 -0.3023  -0.52
O 1.3208 1.4636 -0.7261  -0.54
P 0.2693 -0.6021 0.7483  0.54
H -1.3761 -2.0859 -0.7620  0.13
H -0.5823 2.1421 1.6831  0.25
H -1.4309 1.2609 0.5430  0.25
H -0.8626 2.8651 -0.0595  0.24
H 1.0891 -2.3396 -0.7133  0.23
H 2.2052 -1.9816 0.3779  0.24
H 1.9731 -0.8588 -0.8927  0.25

Cartesian forces (eV/Å) of the 3 atoms listed first:
-0.40 1.05 0.38
-0.79 0.85 1.44
-0.69 -1.79 -0.03



(5)
# C20H20N4O6

C20H20N4O6 in the gas phase (ωB97M-V/def2-TZVPD, OMol25).

Spin multiplicity: 1
Relative energy (zero: lowest compared OMol25 entry of this formula, charge and spin): 0.0 kJ/mol
SMILES: CCOC(=O)c1ccc(Oc2cn[nH]c2-c2ccc(OCC(=O)NN)cc2O)cc1
E_HOMO: -8.4 eV
LUMO level: 0.32 eV
E_tot: -1444.5910 hartree
Charge: 0

Each line ends with the natural charge from an NBO analysis.
Cartesian coordinates (Å):
C 3.2287 1.3685 -2.8159  -0.62
C 2.8838 2.1779 -1.5786  -0.08
H 3.1339 3.2353 -1.7206  0.18
H 3.4176 1.8125 -0.6943  0.20
O 1.4797 2.0758 -1.3394  -0.51
C 1.0662 2.2136 -0.0742  0.79
O 1.8188 2.4178 0.8525  -0.62
C -0.3894 2.0267 0.0790  -0.20
C -1.1608 1.4351 -0.9191  -0.14
C -2.4725 1.0991 -0.6709  -0.31
C -3.0345 1.3517 0.5811  0.41
C -2.3045 2.0602 1.5351  -0.30
C -0.9871 2.3759 1.2896  -0.14
H -0.3884 2.8677 2.0411  0.24
H -2.7718 2.3007 2.4772  0.23
O -4.2750 0.9067 0.9294  -0.48
C -4.6389 -0.3257 0.4458  0.17
C -3.8366 -1.4538 0.2681  0.06
N -4.6661 -2.4000 -0.2300  -0.30
N -5.9162 -1.9779 -0.3546  -0.24
C -5.9247 -0.7204 0.0470  -0.10
H -6.8261 -0.1435 0.0458  0.22
H -4.4072 -3.3287 -0.5217  0.42
C -2.4012 -1.5997 0.4664  -0.17
C -1.7861 -1.0749 1.5971  -0.14
C -0.4115 -1.0013 1.7145  -0.29
C 0.3870 -1.4582 0.6735  0.33
C -0.2114 -2.0614 -0.4323  -0.34
C -1.5874 -2.1449 -0.5381  0.35
O -2.1870 -2.7156 -1.6193  -0.68
H -1.5155 -2.9946 -2.2533  0.49
H 0.4221 -2.4446 -1.2197  0.22
O 1.7441 -1.3661 0.6271  -0.51
C 2.4237 -0.7642 1.7120  -0.17
C 3.9192 -0.7157 1.4156  0.64
O 4.7637 -0.6674 2.2840  -0.62
N 4.2142 -0.6871 0.1008  -0.47
H 3.5002 -0.8956 -0.5821  0.40
N 5.5410 -0.7500 -0.3681  -0.65
H 5.9183 0.1972 -0.4322  0.35
H 6.0945 -1.2347 0.3403  0.37
H 2.0889 0.2719 1.8643  0.23
H 2.2746 -1.3260 2.6412  0.21
H 0.0200 -0.5666 2.6000  0.22
H -2.4039 -0.7027 2.3995  0.23
H -3.0630 0.6066 -1.4293  0.23
H -0.7138 1.2114 -1.8746  0.23
H 4.2979 1.4168 -2.9989  0.22
H 2.7013 1.7635 -3.6801  0.22
H 2.9410 0.3290 -2.6808  0.20

Cartesian forces (eV/Å) of the 3 atoms listed first:
-0.30 0.26 0.31
0.59 -0.03 0.06
-0.04 -0.13 0.08



(6)
# C2H5BrNO

2 unconnected molecules or ions with the total composition C2H5BrNO (ωB97M-V/def2-TZVPD, OMol25).

Spin multiplicity: 1
Relative energy (zero: lowest compared OMol25 entry of this formula, charge and spin): 263.2 kJ/mol
E_HOMO: -13.3 eV
LUMO level: -5.32 eV
E_tot: -2782.8363 hartree
Charge: +1

Each line ends with the natural charge from an NBO analysis.
Cartesian coordinates (Å):
C -1.6800 -1.0364 0.0802  0.18
C 1.5555 0.1257 0.1389  0.16
N 1.5980 1.3789 -0.0466  -0.59
O -2.8257 -1.6923 0.0649  -0.67
Br -2.0956 0.8144 -0.2853  -0.02
H 0.6148 -0.4157 0.2204  0.26
H 2.5006 -0.2543 0.2468  0.21
H 2.5715 1.8267 -0.1222  0.45
H -2.9793 -2.6505 0.1107  0.55
H 0.7403 1.9035 -0.4078  0.47

Cartesian forces (eV/Å) of the 3 atoms listed first:
-1.54 -2.19 0.05
-1.50 1.14 0.18
0.22 1.77 -1.72



(7)
# C29H42As3CrN8O

A molecular structure, C29H42As3CrN8O (ωB97M-V/def2-TZVPD, OMol25).

Spin multiplicity: 5
E_HOMO (spin up / spin down): -8.0 / -10.7 eV
LUMO level (spin up / spin down): -2.77 / -3.27 eV
E_tot: -9395.1972 hartree
Charge: +1

Each line ends with the Mulliken spin population.
Cartesian coordinates (Å):
Cr 0.4256 -0.0829 0.2230  3.17
O -0.0927 -1.8314 3.8199  0.03
C 0.2649 -1.2005 2.8390  -0.02
N -0.4681 -0.8278 1.7784  -0.09
C -1.8716 -1.1584 1.6897  -0.01
C -2.2152 -1.3153 0.2292  0.04
C -3.3159 -2.0256 -0.2208  0.00
C -3.5145 -2.1683 -1.5838  0.01
C -2.6087 -1.6002 -2.4685  -0.01
C -1.5454 -0.8866 -1.9548  0.02
N -1.3625 -0.7398 -0.6373  -0.11
C 1.6969 -0.7137 2.6973  0.05
C 2.6355 -0.9239 3.6847  0.00
C 3.9192 -0.4315 3.4920  0.01
C 4.2206 0.2447 2.3195  -0.01
C 3.2289 0.4118 1.3681  0.04
N 1.9923 -0.0516 1.5630  -0.13
H -2.4907 -0.3513 2.1097  0.00
H -2.1125 -2.0609 2.2561  0.00
H -3.9897 -2.4765 0.4947  0.00
H -4.3596 -2.7333 -1.9538  0.00
H -2.7199 -1.7049 -3.5379  0.00
H -0.8041 -0.4180 -2.5895  0.01
H 2.3365 -1.4620 4.5732  0.00
H 4.6787 -0.5763 4.2485  0.00
H 5.2102 0.6354 2.1319  0.00
H 3.4109 0.9122 0.4250  0.01
C -0.1552 2.0352 3.1022  0.01
As -0.2183 2.2395 1.1646  -0.01
C 1.1281 3.6431 1.0517  0.00
C -1.9529 3.1778 1.1905  0.01
C -2.5116 4.1321 0.1268  0.00
C -1.4774 5.2064 -0.2192  0.00
C -2.9918 3.4419 -1.1512  0.00
As -1.6411 2.6077 -2.3124  0.02
C -1.0917 4.1346 -3.4087  0.00
C -2.9612 1.9194 -3.5878  0.00
C -3.7151 4.8614 0.7690  0.00
As -5.3232 4.0126 1.5869  0.00
C -5.4953 2.2148 0.8031  0.00
C -4.5686 3.4380 3.3093  0.00
H -0.3058 3.0124 3.5600  0.00
H 0.8161 1.6505 3.4078  0.00
H -0.9291 1.3503 3.4441  0.00
H 0.8009 4.4862 1.6588  0.00
H 1.3140 3.9789 0.0367  0.00
H 2.0538 3.2437 1.4666  0.00
H -1.8590 3.7496 2.1183  0.00
H -2.6738 2.3835 1.3952  -0.01
H -0.5921 4.7756 -0.6893  0.00
H -1.1570 5.7469 0.6737  0.00
H -1.9006 5.9318 -0.9161  0.00
H -3.5387 4.1690 -1.7596  0.00
H -3.6929 2.6429 -0.9081  0.00
H -1.9513 4.7580 -3.6558  0.00
H -0.6535 3.7489 -4.3289  0.00
H -0.3416 4.7381 -2.9028  0.00
H -3.5928 2.7344 -3.9423  0.00
H -3.5869 1.1678 -3.1088  0.00
H -2.4553 1.4670 -4.4402  0.00
H -4.1231 5.5481 0.0233  0.00
H -3.3513 5.4959 1.5852  0.00
H -5.8542 2.2772 -0.2230  0.00
H -6.2622 1.7137 1.3950  0.00
H -4.5867 1.6131 0.8374  0.00
H -4.1337 4.2995 3.8158  0.00
H -3.8151 2.6569 3.2159  0.00
H -5.3844 3.0641 3.9268  0.00
N 1.8868 -3.8597 -0.9088  0.02
C 1.1323 -3.1871 -0.0524  -0.01
N 1.1824 -1.9065 -0.3728  0.00
C 2.0125 -1.8492 -1.4742  -0.04
N 2.4611 -3.0414 -1.8283  0.11
C 2.2522 -0.5610 -2.0416  0.32
C 3.1086 -0.3190 -3.1148  0.00
N 3.3451 0.8729 -3.6156  0.24
C 2.6678 1.9006 -2.9932  0.15
C 1.8160 1.7121 -1.9542  0.11
N 1.5548 0.4818 -1.4175  0.09
H 2.0707 -4.8491 -0.9349  0.00
H 0.5886 -3.6263 0.7680  0.00
H 3.6186 -1.1645 -3.5661  -0.01
H 2.8394 2.8960 -3.3799  0.01
H 1.2904 2.5509 -1.5220  -0.02

Cartesian forces (eV/Å) of the 3 atoms listed first:
0.15 -0.30 -0.37
-0.03 0.01 0.01
0.06 0.06 0.02